ORCA calculation (ωB97M-V/def2-TZVPD) on a structure of composition C3H5InO2 at a distorted geometry.

Computed properties:
Highest occupied orbital energy (alpha / beta), eV: -20.69 / -20.62
LUMO (alpha / beta), eV: -14.65 / -14.66
Net charge: +2
DFT total energy, hartree: -456.9743

```
11
Properties=species:S:1:pos:R:3:mulliken_charge:R:1
O -0.191 0.240 0.181 -0.210
In 0.357 -1.446 0.527 1.264
O -0.688 -1.572 -1.214 -0.124
C -1.095 -0.490 -1.519 0.443
C 0.101 1.616 0.173 0.209
C 1.342 2.068 0.910 -1.245
H 0.199 1.877 -0.894 0.272
H -0.785 2.121 0.592 0.290
H 2.247 1.886 0.312 0.373
H 1.313 3.156 1.064 0.344
H 1.386 1.636 1.921 0.383
```

ORCA calculation (ωB97M-V/def2-TZVPD) on a structure of composition C22H23N2O4Se2SnTe.

Computed properties:
Highest occupied orbital energy, eV: -4.23
LUMO, eV: 2.13
Relative energy (zero: lowest compared OMol25 entry of this formula, charge and spin), kJ/mol: 0.0
Net charge: -1
DFT total energy, hartree: -6547.8790

```
55
Properties=species:S:1:pos:R:3:nbo_charge:R:1
Sn 0.943 -0.304 -0.471 0.936
C 0.233 3.379 0.383 -0.252
O 0.163 2.104 0.990 -0.492
C -0.671 1.919 2.038 0.294
C -1.405 2.944 2.627 -0.295
C -2.199 2.684 3.737 -0.205
C -2.247 1.403 4.266 -0.248
C -1.512 0.386 3.674 -0.213
C -0.738 0.616 2.544 0.131
N 0.028 -0.410 1.879 -0.302
N 0.046 -1.482 2.538 -0.138
C 0.894 -2.494 2.202 -0.102
C 2.163 -2.265 1.580 0.430
O 2.541 -1.150 1.107 -0.734
C 3.094 -3.388 1.568 -0.257
C 2.775 -4.591 2.068 -0.142
C 1.502 -4.841 2.697 -0.121
C 1.187 -6.102 3.227 -0.171
C -0.013 -6.327 3.858 -0.254
C -0.933 -5.272 3.964 -0.210
C -0.648 -4.035 3.434 -0.226
C 0.580 -3.786 2.789 0.079
H 0.597 4.130 1.089 0.168
H 0.934 3.276 -0.441 0.208
H -0.738 3.676 -0.017 0.191
H -1.350 3.945 2.226 0.215
H -2.765 3.489 4.188 0.204
H -2.853 1.191 5.137 0.206
H -1.533 -0.617 4.077 0.232
H 4.045 -3.203 1.085 0.217
H 3.480 -5.413 1.999 0.199
H 1.913 -6.902 3.128 0.198
H -0.250 -7.304 4.259 0.202
H -1.882 -5.434 4.461 0.202
H -1.372 -3.233 3.496 0.221
O -2.974 -2.385 -3.987 -0.765
C -1.780 -2.706 -3.252 -0.091
C -0.496 -2.399 -4.034 -0.167
C -0.449 -3.330 -5.261 -0.044
O -1.423 -3.033 -6.252 -0.747
C 0.741 -2.765 -3.183 -0.542
Se 0.614 -2.871 -1.210 -0.368
C -0.486 -0.963 -4.590 -0.556
Se 0.115 0.522 -3.465 -0.016
H -3.194 -1.473 -3.755 0.486
H -1.817 -3.776 -3.041 0.179
H -1.781 -2.185 -2.300 0.227
H -0.560 -4.363 -4.907 0.154
H 0.527 -3.249 -5.747 0.168
H -2.253 -2.879 -5.774 0.490
H 1.577 -2.119 -3.446 0.217
H 1.033 -3.789 -3.423 0.211
H -1.474 -0.690 -4.945 0.224
H 0.173 -0.911 -5.460 0.219
Te -1.716 0.650 -1.725 -0.450
```

ORCA calculation (ωB97M-V/def2-TZVPD) on the molecule C2HCl2IO at a distorted geometry.

Computed properties:
Highest occupied orbital energy, eV: -10.20
LUMO, eV: -1.51
Relative energy (zero: lowest compared OMol25 entry of this formula, charge and spin), kJ/mol: 52.1
DFT total energy, hartree: -1370.0819

```
7
Properties=species:S:1:pos:R:3:nbo_charge:R:1
C -0.665 0.523 -0.465 0.345
C 0.195 -0.431 0.320 -0.239
O -1.325 1.442 -0.122 -0.456
Cl -0.272 -0.766 2.002 0.069
Cl 0.578 -1.879 -0.646 0.048
I 2.123 0.933 0.345 0.109
H -0.633 0.178 -1.435 0.125
```

ORCA calculation (ωB97M-V/def2-TZVPD) on a structure of composition C13H19FeN2O3 at a distorted geometry.

Computed properties:
Expectation value of S²: 6.08
Highest occupied orbital energy (alpha / beta), eV: 0.25 / -4.61
LUMO (alpha / beta), eV: 2.94 / 2.17
2S+1: 5
Relative energy (zero: lowest compared OMol25 entry of this formula, charge and spin), kJ/mol: 78.8
Net charge: -1
DFT total energy, hartree: -2105.3704

```
38
Properties=species:S:1:pos:R:3:nbo_charge:R:1
O 3.952 -0.002 0.133 -0.542
C 3.305 0.915 0.410 0.522
Fe 2.294 2.253 0.968 0.087
C 3.437 3.465 1.520 0.480
O 4.081 4.143 2.204 -0.533
C 1.917 1.372 2.430 0.468
O 2.010 0.592 3.305 -0.580
C -1.107 -0.192 -0.874 -0.053
C -1.529 0.656 0.356 -0.466
C -1.147 2.091 0.803 -0.409
C 0.223 2.759 0.770 -0.417
C 0.903 2.713 -0.505 -0.442
C 0.967 1.461 -1.361 -0.258
C 0.231 0.273 -1.463 -0.424
H -1.942 -0.282 -1.683 0.218
H -2.623 0.586 0.347 0.207
H -1.264 0.024 1.191 0.192
H -1.787 2.745 0.200 0.190
H -1.440 2.094 1.871 0.202
H 0.190 3.699 1.406 0.215
H 1.372 3.633 -0.998 0.227
H 1.717 1.691 -2.184 0.197
H 0.621 -0.471 -2.200 0.189
C -0.112 -1.860 1.071 -0.477
N -0.878 -1.636 -0.228 -0.092
C -2.264 -2.084 0.049 -0.992
N -0.241 -2.534 -1.131 -0.506
C -0.904 -3.133 -2.252 -0.556
H 0.088 -2.959 1.126 0.235
H 0.837 -1.321 1.126 0.243
H -0.719 -1.622 1.964 0.231
H -2.648 -1.643 0.989 0.227
H -2.969 -1.816 -0.763 0.203
H -2.191 -3.178 0.151 0.218
H 0.769 -2.502 -1.063 0.399
H -0.123 -3.298 -3.016 0.210
H -1.320 -4.118 -1.968 0.185
H -1.710 -2.514 -2.699 0.200
```